Record 1
Computed, not measured: the molecule C5H7N in a non-equilibrium geometry, with ωB97M-V/def2-TZVPD.

For the LUMO energy, the calculation gives 1.027 eV. Its SMILES is [H]/N=C1/CC12CC2. As for the total charge: 0. Its HOMO-LUMO gap is 10.21 eV.

Geometry as XYZ:
```
13
Properties=species:S:1:pos:R:3:forces:R:3
H 2.690 -1.512 0.020 -0.289 -2.233 0.318
N 2.577 -0.550 0.126 -0.341 2.184 -0.027
C 1.414 -0.076 0.114 0.808 0.675 -2.113
C 0.810 1.284 -0.027 -1.513 -0.422 -0.779
C -0.025 -0.031 0.057 0.765 1.112 -0.106
C -1.220 -0.233 -0.756 -0.158 -5.283 -0.170
C -1.202 -0.491 0.768 -1.008 0.421 -0.449
H 0.836 1.871 0.876 -0.034 0.620 -0.117
H 0.513 1.738 -1.073 1.486 -0.636 2.359
H -1.451 -1.191 -1.357 0.969 1.489 0.886
H -1.882 0.486 -1.052 -0.872 2.475 -0.749
H -1.813 0.240 1.288 0.243 -0.344 0.468
H -1.246 -1.536 1.018 -0.056 -0.057 0.478
```
Positions in Å, forces in eV/Å.

***

Record 2
Computed, not measured: the molecule C5H7N in a non-equilibrium geometry, with ωB97M-V/def2-TZVPD.

For the LUMO energy, the calculation gives 1.027 eV. Its SMILES is Cc1ccc[nH]1. As for the total charge: 0. Its HOMO-LUMO gap is 8.78 eV.

Geometry as XYZ:
```
13
Properties=species:S:1:pos:R:3:forces:R:3
C 1.922 0.004 0.061 0.453 -0.994 -4.738
C 0.462 0.058 0.015 -1.546 0.634 1.656
C -0.377 1.146 0.147 0.195 -0.257 0.003
C -1.715 0.663 0.127 -0.232 -0.129 -0.156
C -1.658 -0.698 -0.027 -0.240 0.148 -0.098
N -0.337 -1.057 -0.115 0.400 0.180 0.192
H 2.427 -0.775 0.634 -0.331 0.085 0.013
H 1.963 -0.271 -1.150 1.347 0.344 2.777
H 2.426 0.962 0.133 -0.253 0.018 0.275
H -0.057 2.177 0.243 -0.042 -0.231 0.064
H -2.620 1.251 0.203 0.132 -0.098 -0.021
H -2.444 -1.437 -0.108 0.131 0.125 0.019
H -0.003 -2.006 -0.177 -0.014 0.175 0.013
```
Positions in Å, forces in eV/Å.

***

Record 3
Computed, not measured: the molecule C5H7N in a non-equilibrium geometry, with ωB97M-V/def2-TZVPD.

For the LUMO energy, the calculation gives 1.110 eV. Its SMILES is C#CCN1CC1. As for the total charge: 0. Its HOMO-LUMO gap is 10.63 eV.

Geometry as XYZ:
```
13
Properties=species:S:1:pos:R:3:forces:R:3
C -0.281 0.856 -2.338 0.997 -0.578 2.213
C 0.370 0.558 -1.346 -0.702 -0.301 -2.032
C 1.248 -0.033 -0.289 -0.099 -0.431 -1.323
N 0.601 -0.450 0.906 -0.484 0.428 0.735
C -0.470 0.370 1.389 -1.486 1.177 0.661
C -0.757 -0.985 0.838 0.927 -0.862 1.724
H -0.959 1.070 -3.126 0.071 0.178 -0.137
H 1.749 -0.956 -0.646 -0.132 0.702 -0.412
H 1.998 0.701 -0.070 0.560 0.289 0.348
H -0.511 0.600 2.482 0.116 -0.474 -0.996
H -0.897 1.216 0.777 0.865 -0.906 0.444
H -0.859 -1.842 1.526 -0.245 0.570 -0.420
H -1.229 -1.104 -0.103 -0.388 0.209 -0.807
```
Positions in Å, forces in eV/Å.

***

Record 4
Computed, not measured: the molecule C5H7N in a non-equilibrium geometry, with ωB97M-V/def2-TZVPD.

For the LUMO energy (spin up / spin down), the calculation gives 0.751 / 0.874 eV. As for the total charge: 0. Its HOMO-LUMO gap (spin up / spin down) is 7.61 / 8.32 eV.

Geometry as XYZ:
```
13
Properties=species:S:1:pos:R:3:forces:R:3
C -1.308 0.673 -0.105 -0.113 -0.052 -0.062
C -1.189 -0.833 0.086 -0.244 -0.276 -0.092
C 0.017 0.967 -0.737 -0.617 0.624 0.111
N 0.824 -0.070 -0.458 0.244 -0.636 -0.190
C 1.898 0.079 0.351 0.883 0.387 0.296
C 0.043 -1.227 -0.204 -0.511 -0.010 -0.037
H -1.341 1.202 0.875 -0.115 -0.304 -0.180
H -2.203 0.991 -0.646 0.133 -0.056 -0.093
H -1.969 -1.482 0.446 -0.175 0.026 -0.107
H 0.410 1.924 -1.046 0.145 -0.092 0.318
H 1.675 0.700 1.207 0.632 0.356 -0.071
H 2.592 -0.744 0.449 -0.041 0.011 -0.099
H 0.552 -2.181 -0.217 -0.220 0.023 0.206
```
Positions in Å, forces in eV/Å.

***

Record 5
Computed, not measured: a cluster of 2 separate species, C5H7N in total in a non-equilibrium geometry, with ωB97M-V/def2-TZVPD.

For the LUMO energy, the calculation gives 0.447 eV. Its SMILES is C=CC#N.C=C. As for the total charge: 0. Its HOMO-LUMO gap is 10.67 eV.

Geometry as XYZ:
```
13
Properties=species:S:1:pos:R:3:forces:R:3
C -0.431 0.374 -1.675 -0.153 0.037 0.065
C -1.590 0.665 -1.085 0.140 -0.035 -0.171
C -1.712 0.925 0.325 -0.103 0.197 0.980
N -1.851 1.144 1.454 0.171 -0.229 -1.129
H -0.393 0.191 -2.744 -0.049 0.033 0.132
H 0.492 0.291 -1.111 -0.201 0.053 -0.107
H -2.515 0.725 -1.650 0.096 0.006 0.068
C 1.767 -0.226 0.985 -0.095 -0.149 0.079
C 0.904 -1.217 1.180 0.127 0.123 0.007
H 2.736 -0.390 0.517 -0.135 -0.006 0.092
H 1.532 0.794 1.283 0.026 -0.157 -0.014
H -0.065 -1.038 1.641 0.167 -0.024 -0.052
H 1.127 -2.238 0.880 0.008 0.153 0.050
```
Positions in Å, forces in eV/Å.

***

Record 6
Computed, not measured: a cluster of 2 separate species, C5H7N in total in a non-equilibrium geometry, with ωB97M-V/def2-TZVPD.

For the LUMO energy, the calculation gives 1.004 eV. Its SMILES is C1=CC=1.C=NC. As for the total charge: 0. Its HOMO-LUMO gap is 8.44 eV.

Geometry as XYZ:
```
13
Properties=species:S:1:pos:R:3:forces:R:3
C 1.205 0.116 0.859 0.797 -0.890 -0.138
C 1.202 1.529 0.954 -0.297 -0.246 -0.710
C 1.922 1.035 -0.006 1.321 -0.080 0.462
H 0.805 2.347 1.448 -0.394 1.443 0.982
H 2.791 1.210 -0.634 -0.564 -0.152 -0.320
C -1.516 0.244 0.447 4.319 -1.550 -1.749
N -0.532 -0.358 -0.154 -1.829 3.085 0.348
C -0.529 -1.519 -0.977 -1.003 -1.576 0.476
H -2.473 -0.111 0.505 -2.685 -1.017 -0.175
H -1.263 1.106 1.033 0.119 0.392 0.236
H -1.539 -1.983 -0.988 0.445 -0.172 0.111
H 0.192 -2.159 -0.411 -0.474 0.010 -0.943
H -0.266 -1.458 -2.075 0.246 0.755 1.419
```
Positions in Å, forces in eV/Å.

***

| no. | calculated total energy (Eh) |
| --- | --- |
| 1 | -249.32729 |
| 2 | -249.44805 |
| 3 | -249.34408 |
| 4 | -249.32217 |
| 5 | -249.39969 |
| 6 | -249.23415 |